No. 1
Molecular formula: C23H28N2O3
Method: DFT, ωB97M-V/def2-TZVPD

Structure (XYZ):
```
56
Properties=species:S:1:pos:R:3:forces:R:3
C -5.12553 0.95397 -1.58173 0.2749 -0.3351 0.0656
C -4.63485 -0.43523 -1.19304 -0.6585 0.1190 0.0252
O -3.25414 -0.61989 -1.46086 0.4218 -0.0609 0.2167
C -2.33147 0.22863 -0.89837 0.0294 0.0961 0.0359
C -1.26357 0.57759 -1.71704 -0.1795 -0.0204 0.1711
C -0.22126 1.35356 -1.25510 -0.0183 0.0172 0.0324
C -0.24062 1.81909 0.04976 -0.0386 0.0258 0.0233
C 0.88913 2.67539 0.55508 0.0434 0.0803 -0.1090
N 2.13958 1.94901 0.65273 -0.2064 0.0964 0.2972
C 3.05812 1.98444 -0.33894 0.2791 -0.1081 0.5440
O 2.90615 2.63508 -1.35383 0.0107 0.1468 -0.4593
C 4.34341 1.22937 -0.05059 -0.0737 -0.0243 -0.3895
C 4.60049 0.11150 -1.07016 0.1265 -0.1197 0.1749
C 4.17005 -1.27673 -0.57909 -0.0203 0.1850 -0.2928
C 2.69351 -1.48549 -0.47797 0.1021 -0.1325 -0.1862
C 1.87353 -1.92831 -1.47743 0.3243 0.1303 0.1117
N 0.59457 -2.09632 -1.02979 0.0241 0.0891 -0.0421
C -0.47681 -2.68385 -1.78353 -0.2786 -0.2555 -0.0103
C 0.56208 -1.76897 0.29327 0.2737 0.1767 0.3905
C -0.48594 -1.81262 1.20511 -0.0833 -0.1095 -0.0203
C -0.22321 -1.43702 2.50383 -0.1487 -0.0841 0.0099
C 1.05506 -1.03514 2.90084 0.0881 0.1204 0.2067
C 2.10274 -1.00486 2.00802 0.0446 -0.1291 -0.0083
C 1.86937 -1.37139 0.68052 -0.3731 -0.1548 -0.0909
C -1.29891 1.47810 0.87790 -0.0810 0.0825 -0.0056
C -2.34403 0.67930 0.43340 -0.1405 -0.0214 -0.1978
O -3.38992 0.29275 1.23138 0.1759 -0.1889 -0.4677
C -3.45233 0.78341 2.54701 -0.0143 0.0874 0.2378
H -6.20191 1.01348 -1.44645 -0.1242 0.0326 0.0224
H -4.88582 1.16019 -2.62249 -0.0147 0.0466 -0.0938
H -4.65081 1.71028 -0.96072 -0.0070 0.1112 0.0533
H -4.85628 -0.63456 -0.14026 0.0212 -0.0389 -0.2362
H -5.12107 -1.19639 -1.81000 0.0203 0.0941 0.1039
H -1.27629 0.21909 -2.73450 -0.0399 -0.0593 -0.1333
H 0.60005 1.61391 -1.90347 0.1310 0.0430 -0.1002
H 0.65074 3.08710 1.54008 -0.0223 0.0126 -0.1095
H 1.07022 3.49433 -0.14763 -0.0571 -0.0376 0.1947
H 2.19069 1.22186 1.35163 0.1033 0.0809 -0.1023
H 5.14293 1.96965 -0.12883 -0.0927 0.0231 0.0852
H 4.34431 0.83270 0.96398 0.0492 0.0040 0.0855
H 4.08285 0.35505 -1.99957 0.0796 0.0069 -0.0476
H 5.66975 0.06789 -1.28852 -0.0199 0.0366 -0.0488
H 4.62639 -1.46463 0.39602 0.0725 -0.0804 -0.0161
H 4.57038 -2.01548 -1.27885 0.0617 -0.0340 0.1110
H 2.12285 -2.14573 -2.49939 0.0174 -0.0849 -0.1965
H -1.41350 -2.16360 -1.58971 0.0098 -0.0188 -0.0532
H -0.60022 -3.73975 -1.52092 -0.0176 0.0377 -0.0512
H -0.24858 -2.61345 -2.84570 -0.0221 0.0298 0.0202
H -1.47146 -2.13638 0.90801 -0.1574 -0.0160 -0.0287
H -1.01381 -1.47181 3.23967 -0.0847 -0.0046 0.0322
H 1.22178 -0.75868 3.93257 0.0278 0.0030 0.0695
H 3.09613 -0.73329 2.33986 0.0974 0.0382 0.0307
H -1.29312 1.83699 1.89505 -0.0185 0.0136 0.1349
H -4.36185 0.36115 2.97259 0.0713 0.0540 0.0247
H -3.51803 1.87616 2.56733 0.0259 -0.0396 -0.0015
H -2.59150 0.45852 3.13880 -0.0145 0.0371 -0.0122
```
Positions in Å, forces in eV/Å.

SMILES = CCOc1ccc(CNC(=O)CCCc2cn(C)c3ccccc23)cc1OC
total charge = 0
multiplicity = 1
total energy = -33428.70288 eV
HOMO-LUMO gap = 0.309 Ha

Atomic partial charges in e from the Löwdin method, atoms 1 to 2: number 1, C, carries -0.06; number 2, C, carries -0.24

=====

No. 2
Molecular formula: C4H11NO
Method: DFT, ωB97M-V/def2-TZVPD

Structure (XYZ):
```
17
Properties=species:S:1:pos:R:3:forces:R:3
C 1.59967 -0.64102 0.87896 -1.6776 0.6288 -0.2802
C 1.03719 0.54957 0.06538 1.0951 -0.6590 -0.3987
O 1.17259 1.78853 0.75898 -0.1337 -0.1026 0.2208
C -0.44050 0.41612 -0.30154 0.4043 0.6721 1.7016
C -0.97313 -0.92422 -0.80417 0.7020 0.7505 -0.8427
N -2.40531 -0.99682 -0.66574 0.9916 0.3421 0.8829
H 0.90063 -0.88308 1.68666 0.1755 0.1078 0.1721
H 2.57192 -0.39907 1.29503 0.2629 -0.3090 -0.1811
H 1.55874 -1.49262 0.20222 0.7383 -0.1848 0.1498
H 1.69428 0.60716 -0.81822 -0.3149 0.0365 -0.1611
H 1.96904 1.73111 1.29618 -0.0293 0.1358 -0.0561
H -0.89020 0.61377 0.68362 -0.3346 -0.2243 -0.2082
H -0.68624 1.31895 -0.86419 -0.2639 -0.3541 -0.5105
H -0.65405 -1.04432 -1.85253 -0.0680 -0.1229 0.0654
H -0.45103 -1.71048 -0.26527 -0.4168 -0.2020 0.2124
H -2.90960 -0.53962 -1.37629 -0.7238 0.1103 -0.6895
H -2.78406 -1.82313 -0.27858 -0.4073 -0.6250 -0.0771
```
Positions in Å, forces in eV/Å.

SMILES = C[C@H](O)CCN
total charge = 0
multiplicity = 1
total energy = -7863.41435 eV
HOMO-LUMO gap = 0.366 Ha

Atomic partial charges in e from the Löwdin method, atoms 1 to 2: number 1, C, carries -0.05; number 2, C, carries -0.46

=====

No. 3
Molecular formula: C4H8O2
Method: DFT, ωB97M-V/def2-TZVPD

Structure (XYZ):
```
14
Properties=species:S:1:pos:R:3:forces:R:3
C 1.15553 0.84879 1.07960 0.0492 0.0160 -0.0063
C 0.60085 0.75351 -0.32636 0.2205 0.1993 0.1609
O 0.80954 -0.52170 -0.88218 -0.0288 0.0739 -0.1618
C -0.33326 -1.29617 -0.58320 -0.2302 -0.1803 0.0316
C -1.45802 -0.25663 -0.40509 -0.1756 -0.2871 -0.0760
O -0.79145 0.98808 -0.30734 0.0053 0.0485 -0.1492
H 0.96016 1.85538 1.46105 0.1299 -0.1682 0.0582
H 2.23055 0.64896 1.05223 -0.1232 0.0852 0.1453
H 0.66025 0.11670 1.73420 0.1539 0.1922 -0.1741
H 1.06395 1.48109 -1.00681 -0.0568 -0.1001 0.2021
H -0.49623 -1.96926 -1.42903 -0.0745 0.0361 0.1877
H -0.18880 -1.89368 0.32963 0.0150 0.1284 -0.1639
H -2.04616 -0.44963 0.50228 0.0764 0.0535 -0.1986
H -2.12743 -0.21317 -1.27096 0.0389 -0.0973 0.1441
```
Positions in Å, forces in eV/Å.

SMILES = CC1OCCO1
total charge = 0
multiplicity = 1
total energy = -8372.01051 eV
HOMO-LUMO gap = 0.398 Ha

Atomic partial charges in e from the Löwdin method, atoms 1 to 2: number 1, C, carries -0.01; number 2, C, carries -0.43

=====

What are the HOMO values for these records? In order: -0.282, -0.327, -0.360 Ha.